Computed, not measured: a cluster of 2 separate species, C3H5ClO2 in total, with ωB97M-V/def2-TZVPD.

Structure (XYZ):
```
11
Properties=species:S:1:pos:R:3:mulliken_charge:R:1
C -0.27115 -0.44745 3.13980 0.15
C -0.27261 1.02560 -0.86300 -1.13
C 0.00423 -0.52208 -0.53891 0.26
O 0.06086 0.59088 3.53612 -0.19
O 0.57286 -1.06929 -1.60183 -0.48
Cl 1.15446 -0.64933 0.89973 -0.23
H -0.97200 -0.91029 -0.22140 0.27
H 0.49626 1.40579 -1.41339 0.37
H -0.47172 1.56390 0.13398 0.29
H -1.05455 1.08679 -1.53451 0.35
H 0.75335 -2.07453 -1.53659 0.34
```

The total energy comes out at -19808.3187 eV. The calculation puts the largest force on an atom at 4.70 eV/Å.

***

Computed, not measured: a structure of composition C23H23Cl2DyF9NO5S4, with ωB97M-V/def2-TZVPD.

Structure (XYZ):
```
68
Properties=species:S:1:pos:R:3:mulliken_charge:R:1
Dy 0.08389 0.52333 0.23130 -0.44
C 0.87959 -3.37520 -1.01975 -0.77
C -0.61550 -3.40644 -1.22179 -1.10
S -1.23386 -1.73812 -1.44941 0.57
C -3.00756 -1.95869 -1.61870 -1.03
C -3.80773 -0.69240 -1.29445 -0.42
S -3.32491 0.13610 0.24507 0.09
C -4.02473 -0.84808 1.50819 -0.51
C -2.98099 -1.92559 1.97112 -1.02
S -1.31493 -1.86149 1.30907 0.11
C -0.48474 -3.11624 2.20106 -1.27
C 1.00622 -3.16735 1.78519 -0.61
S 1.38181 -2.28035 0.30844 0.26
H 1.31550 -2.91997 -1.90642 0.14
H 1.25150 -4.39367 -0.78184 0.57
H -1.13655 -3.92080 -0.36488 0.27
H -0.79691 -4.02536 -2.10905 0.68
H -3.30392 -2.89029 -1.10611 0.39
H -3.10533 -2.20124 -2.70439 0.53
H -4.89480 -0.82609 -1.19776 0.55
H -3.49299 0.15955 -1.99905 0.07
H -5.03596 -1.24938 1.20186 0.34
H -4.21951 -0.09788 2.34966 0.33
H -3.41010 -2.88430 1.71971 0.36
H -2.86171 -1.75022 3.05647 0.44
H -1.05625 -3.98556 1.98881 0.50
H -0.56750 -2.96056 3.22393 0.69
H 1.26125 -4.22346 1.54397 0.46
H 1.64366 -2.68476 2.53035 0.16
Cl 3.61707 2.66320 6.70707 -0.18
C 3.00148 1.97930 5.28407 0.63
C 3.51080 0.75468 4.89602 -0.93
C 3.06606 0.23242 3.71271 0.37
Cl 3.87574 -1.11544 3.00332 -0.15
C 1.95866 0.84735 2.98158 -0.16
O 1.51102 0.24277 1.94010 0.38
C 1.36617 2.01705 3.47644 1.13
C 0.13884 2.43969 2.95597 -0.60
O -0.58336 1.75200 2.22048 -0.59
C 1.92571 2.58658 4.60926 -1.27
H 4.24957 0.31449 5.52659 0.49
H -0.09074 3.45967 3.29347 0.28
H 1.51861 3.47678 5.09481 0.35
F -0.09872 0.00627 -3.75937 -0.14
C 1.32496 -0.24798 -3.85841 0.45
F 1.78510 0.35206 -5.04243 -0.29
F 1.45828 -1.59567 -4.00199 -0.22
C 2.04060 0.38535 -2.56013 0.72
O 1.20828 0.26562 -1.45018 0.41
C 3.42409 -0.40561 -2.28037 0.33
F 3.90991 0.12063 -1.11901 -0.23
F 4.38471 -0.40573 -3.26619 -0.27
F 3.11843 -1.73388 -1.99134 -0.22
C 2.31422 1.92669 -2.70927 0.49
F 2.39441 2.45643 -1.42876 -0.17
F 1.27990 2.52535 -3.37014 -0.28
F 3.43931 2.25279 -3.43991 -0.29
O -2.93829 1.51520 -3.04540 -0.81
C -2.13834 2.30832 -2.50659 0.24
C -1.82948 3.68404 -3.02570 -0.68
C -0.87524 4.25442 -1.92439 -0.69
C -0.65595 3.02867 -1.03365 0.20
O 0.16073 2.94334 -0.07595 -0.41
N -1.40008 1.95114 -1.40883 0.62
H -2.89840 4.05396 -3.03065 0.29
H -1.48399 3.60059 -4.07912 0.28
H -1.24279 5.17055 -1.34745 0.37
H 0.10583 4.50145 -2.34722 0.20
```

The total energy comes out at -152877.1655 eV. The spin multiplicity is 6. The calculation puts the largest force on an atom at 4.04 eV/Å.

***

Computed, not measured: a cluster of 2 separate species, C6H9N in total, with ωB97M-V/def2-TZVPD.

Structure (XYZ):
```
16
Properties=species:S:1:pos:R:3:mulliken_charge:R:1
C -0.40085 -0.37436 2.61214 -1.17
C -0.28426 -0.12583 1.13444 -0.11
C -1.20445 0.27215 0.29783 0.47
C -2.03058 0.65545 -0.64182 -0.95
C 0.95552 0.35910 -2.03403 -0.21
C 2.12666 0.30223 -1.54529 -0.24
N 1.34727 -0.98140 -1.48739 -0.49
H 0.29223 0.27423 3.16072 0.28
H -0.11626 -1.40857 2.84108 0.29
H -1.40955 -0.20171 2.99415 0.35
H -2.14442 1.70666 -0.89688 0.32
H -2.59566 -0.06779 -1.22595 0.26
H 0.07079 0.83519 -2.41476 0.36
H 0.67923 -0.34730 0.67400 0.30
H 3.07056 0.68037 -1.19884 0.32
H 1.64379 -1.57841 -2.26940 0.22
```

The total energy comes out at -7852.4205 eV. The calculation puts the largest force on an atom at 0.51 eV/Å.

***

Computed, not measured: a structure of composition C15H31NNiO3P2, with ωB97M-V/def2-TZVPD.

Structure (XYZ):
```
53
Properties=species:S:1:pos:R:3:mulliken_charge:R:1
P -1.30860 2.51355 0.56458 0.75
P 0.98899 1.07602 -1.45365 1.03
C -0.19123 3.44497 -0.47831 -1.06
C 0.22387 2.69460 -1.73721 -1.15
H 0.64059 3.68012 0.20286 0.40
H -0.73448 4.35972 -0.71671 0.70
H -0.60285 2.54199 -2.43863 0.56
H 0.98639 3.30630 -2.22772 0.49
C 2.73137 1.52868 -1.07377 -1.64
H 3.36502 0.65484 -0.88381 0.41
H 2.81187 2.22186 -0.22769 0.43
H 3.14994 2.04301 -1.95011 0.49
C 1.24655 0.44369 -3.14182 -1.52
H 1.95807 1.11202 -3.64559 0.48
H 0.29238 0.44380 -3.68295 0.38
H 1.66812 -0.56912 -3.12217 0.36
C -1.56546 4.10469 1.76201 -1.02
H -2.32089 4.01842 2.56856 0.09
H -1.76481 5.02326 1.20442 0.45
H -0.59378 4.23444 2.28396 0.49
C -2.80800 2.62399 -0.49233 -1.26
H -2.69205 1.84449 -1.25851 0.34
H -2.82520 3.56883 -1.04123 0.39
H -3.77620 2.44543 0.00201 0.40
Ni -2.83530 2.56557 1.84396 -0.20
C 0.55731 -3.74778 0.22205 -0.24
C 1.63826 -3.14427 0.72495 -0.48
C 2.39278 -1.91689 0.31008 -0.68
C 1.68651 -0.72740 1.03460 -0.75
C 0.34515 -0.54355 0.52105 -0.59
C -0.06874 -0.64243 -0.81822 1.08
C 0.03371 -1.99688 -1.56591 -1.19
C -0.43491 -3.23902 -0.77569 -1.04
C -3.26399 0.81870 2.40750 -0.91
H 0.35841 -4.78809 0.49920 0.44
H 1.96940 -3.50819 1.69860 0.35
H 2.38670 -1.75982 -0.76688 0.38
H 3.45055 -1.94189 0.60288 0.42
H 1.64361 -0.96283 2.11648 0.63
H 2.26375 0.21894 0.90541 0.25
H -0.36807 -0.03532 1.19189 -0.15
H -1.04968 -0.15437 -1.02261 0.48
H 1.04283 -2.17719 -1.97056 0.27
H -0.63734 -1.88528 -2.44024 0.49
H -1.41532 -3.04600 -0.32040 0.31
H -0.58308 -4.07407 -1.47322 0.47
H -3.55012 0.25672 1.49699 0.14
H -4.05741 0.73083 3.17530 0.43
H -2.25739 0.49568 2.78665 0.08
O 0.17648 -4.82723 2.89633 -0.61
N 0.45582 -6.03727 2.65397 0.98
O 0.32597 -6.91149 3.53977 -0.67
O 0.91451 -6.37877 1.50985 -0.69
```

The total energy comes out at -83298.0480 eV. The spin multiplicity is 3. The calculation puts the largest force on an atom at 3.28 eV/Å.

***

Computed, not measured: a cluster of 2 separate species, C6H11NO in total, with ωB97M-V/def2-TZVPD.

Structure (XYZ):
```
19
Properties=species:S:1:pos:R:3:mulliken_charge:R:1
C 1.78236 -0.30188 -0.62805 -0.44
C 2.12429 -0.07681 0.66357 -0.82
C -1.13707 -0.68354 0.17800 0.63
C -0.72530 -0.36640 -1.05680 -0.08
N -0.87008 1.66765 0.99274 -0.63
C -0.85076 0.24932 1.29444 -0.64
C -0.96214 0.03049 -2.27606 -0.68
O -1.35934 -2.00382 0.49099 -0.52
H -1.36395 -2.10267 1.45237 0.34
H -1.68768 1.90669 0.44419 0.26
H -0.05519 1.91168 0.44011 0.28
H -1.50815 0.05174 2.14843 0.42
H 1.86048 -1.29847 -1.04165 0.29
H 1.79202 0.51010 -1.34064 0.32
H -1.96305 0.24560 -2.62988 0.27
H -0.16369 0.19681 -2.98743 0.23
H 2.36396 0.91846 1.01271 0.33
H 2.46873 -0.87725 1.30035 0.30
H 0.25458 0.02230 1.54263 0.16
```

The total energy comes out at -9934.2872 eV. The calculation puts the largest force on an atom at 1.93 eV/Å.

***

Computed, not measured: a structure of composition C31H32N7O8P2Pb, with ωB97M-V/def2-TZVPD.

Structure (XYZ):
```
81
Properties=species:S:1:pos:R:3:mulliken_charge:R:1
Pb -0.23012 -0.28114 -0.67708 2.56
C -2.88130 6.20766 2.85651 -1.61
C -2.08457 5.03739 2.38390 0.41
C -0.72460 4.90554 2.70872 -1.30
C -0.00223 3.86515 2.21364 -0.22
C -0.56388 2.85658 1.36069 0.64
N 0.24197 1.96709 0.78451 0.29
C 1.44576 1.64847 1.31416 0.20
C 1.60186 1.45932 2.70917 -0.02
C 2.80858 1.12236 3.25838 -1.11
C 3.94378 0.98094 2.45095 0.41
C 5.27103 0.64069 3.04789 -1.61
C 3.80720 1.13096 1.07366 -0.63
C 2.59454 1.43726 0.48477 0.26
N 2.55834 1.66910 -0.90014 0.46
C 3.58369 2.10281 -1.68832 -0.14
C 3.09894 2.19345 -2.96295 -1.32
C 1.75340 1.78459 -2.86688 -0.32
N 1.44382 1.47835 -1.62246 -0.19
C -1.97505 2.98009 1.06080 0.25
C -2.66290 4.07878 1.56291 -0.84
N -2.74573 2.04758 0.36568 -0.05
C -4.10644 1.91965 0.52033 -0.36
C -4.55582 1.08312 -0.44663 -1.26
C -3.39742 0.70506 -1.15926 -0.02
N -2.31623 1.28232 -0.67732 -0.03
H -2.42394 6.66759 3.73009 0.40
H -3.90175 5.91379 3.09899 0.39
H -2.93754 6.96377 2.06920 0.34
H -0.24415 5.65483 3.32440 0.41
H 1.06331 3.82832 2.38795 0.47
H 0.71647 1.52114 3.32819 0.69
H 2.89096 0.96162 4.32556 0.44
H 5.29848 0.88727 4.10733 0.41
H 6.07943 1.16406 2.53883 0.40
H 5.46293 -0.43072 2.94895 0.32
H 4.67581 0.97926 0.44739 0.60
H 4.55686 2.34013 -1.29681 0.50
H 3.63013 2.51250 -3.84208 0.45
H 1.01177 1.71128 -3.64525 0.55
H -3.69775 4.21294 1.28319 0.76
H -4.63490 2.37852 1.33617 0.56
H -5.55713 0.72949 -0.60614 0.48
H -3.32734 0.02257 -1.99104 0.54
C -2.29503 -4.59673 2.44345 -1.67
C -2.11239 -3.14583 2.03058 1.10
O -2.73882 -2.25436 2.94377 -0.62
P -0.33624 -2.67283 2.02869 0.29
O 0.23512 -3.14866 3.43748 -0.60
O 0.42904 -3.66711 1.06302 -0.58
O -0.04803 -1.22342 1.81708 -0.32
P -2.74164 -2.76340 0.31490 1.02
O -3.25772 -4.15300 -0.31241 -0.58
O -3.86672 -1.81084 0.49839 -0.90
O -1.52699 -2.37721 -0.51025 -1.05
H -1.91588 -4.74062 3.45473 0.39
H -1.75638 -5.25179 1.75900 0.35
H -3.35147 -4.86120 2.42054 0.40
H -3.42319 -1.77798 2.44465 0.43
H 0.39689 -2.37764 3.99847 0.35
H 0.08886 -3.54058 0.15257 0.42
H -4.22123 -4.21985 -0.24700 0.35
O 1.68436 -1.58483 -1.34666 -0.43
C 1.76049 -2.55555 -2.18093 0.07
C 2.55134 -3.69933 -1.85216 -0.50
C 2.79781 -4.70008 -2.75301 -0.57
C 2.23605 -4.64688 -4.03489 -0.81
C 1.40803 -3.59833 -4.36857 -1.03
C 1.13628 -2.55237 -3.47967 0.42
C 0.23356 -1.49030 -3.87908 0.20
N -0.43909 -0.64065 -3.11010 0.65
C -1.20458 0.14541 -3.93583 -0.71
C -0.99751 -0.21745 -5.23008 -0.97
N -0.09111 -1.24367 -5.17918 -0.09
H 2.96186 -3.72186 -0.85056 0.45
H 3.42245 -5.54022 -2.47782 0.43
H 2.43253 -5.43063 -4.75338 0.39
H 0.93032 -3.61973 -5.34185 0.34
H -1.84220 0.92193 -3.54533 0.53
H -1.41848 0.14961 -6.14914 0.46
H 0.31145 -1.71354 -5.96998 0.21
```

The total energy comes out at -83301.6392 eV. The calculation puts the largest force on an atom at 1.89 eV/Å. As for the charge: +1.

***

Computed, not measured: an isolated molecule of C17H30N4O5S, with ωB97M-V/def2-TZVPD.

Structure (XYZ):
```
57
Properties=species:S:1:pos:R:3:mulliken_charge:R:1
C 1.50195 3.71739 1.32808 -1.22
C 2.20507 3.30062 0.04942 -0.24
H 2.79762 4.12652 -0.36083 0.34
H 1.49080 2.97483 -0.71367 0.31
O 3.08914 2.21836 0.34883 -0.31
C 3.40913 1.41439 -0.67981 0.80
O 2.99632 1.55588 -1.80863 -0.67
N 4.29002 0.44179 -0.32307 0.07
C 4.56700 -0.60434 -1.28099 -0.94
H 4.47504 -0.18445 -2.28251 0.43
H 5.59475 -0.93997 -1.12345 0.36
C 3.56220 -1.76696 -1.08589 -0.62
N 3.07079 -1.73348 0.27461 0.01
C 1.77966 -1.65138 0.69545 0.22
O 1.53626 -1.43678 1.86949 -0.67
C 0.69015 -1.88924 -0.34382 0.22
C -0.58189 -2.46586 0.29710 -1.40
C -1.31717 -1.43929 1.16113 -1.04
N -1.55650 -0.18908 0.46967 0.21
S -2.86809 -0.22368 -0.55405 1.36
O -2.95768 -1.42877 -1.32766 -0.79
O -2.88462 1.02003 -1.26650 -0.75
N -4.06328 -0.30492 0.62286 -0.14
C -4.26595 0.98154 1.26357 -0.67
H -3.31704 1.51353 1.27041 0.25
H -4.58497 0.79838 2.29323 0.49
C -5.36206 1.70609 0.45736 -0.54
H -4.92015 2.48558 -0.15900 0.22
H -6.09665 2.15776 1.12274 0.35
C -5.98570 0.61202 -0.42590 -0.56
H -7.07220 0.59257 -0.36262 0.43
H -5.69422 0.76000 -1.46472 0.25
C -5.36122 -0.68877 0.09549 -0.82
H -5.21663 -1.44407 -0.67400 0.40
H -5.94707 -1.10951 0.91821 0.37
C -0.35338 0.38612 -0.09531 -1.51
C 0.33001 -0.57716 -1.06337 -0.51
H 1.20673 -0.09242 -1.49532 0.51
H -0.37296 -0.80337 -1.86877 0.52
H -0.65184 1.29830 -0.61310 0.59
H 0.31366 0.63380 0.73593 0.21
H -2.29458 -1.82332 1.45456 0.47
H -0.72628 -1.21503 2.05208 0.58
H -0.32726 -3.32889 0.91442 0.50
H -1.25111 -2.78470 -0.50333 0.47
H 1.05375 -2.62105 -1.07213 0.81
C 4.11916 -1.42166 1.22660 -0.89
H 4.96213 -2.09168 1.03860 0.39
C 4.53014 0.05463 1.05271 -0.73
H 3.93433 0.69674 1.69943 0.37
H 5.59023 0.19023 1.29331 0.38
H 3.73385 -1.59609 2.23106 0.39
H 4.06134 -2.72691 -1.27053 0.36
H 2.74246 -1.65945 -1.79055 0.36
H 0.83520 4.54868 1.11947 0.39
H 2.23124 4.02353 2.07352 0.35
H 0.92143 2.88971 1.72704 0.27
```

The total energy comes out at -45150.0306 eV. The calculation puts the largest force on an atom at 1.12 eV/Å.

***

Computed, not measured: an isolated molecule of C21H23NO4S, with ωB97M-V/def2-TZVPD.

Structure (XYZ):
```
50
Properties=species:S:1:pos:R:3:mulliken_charge:R:1
O -0.09452 0.10907 3.72574 -0.66
O -3.65688 3.19763 -0.07653 -0.61
O 3.31416 -2.53004 1.64997 -0.64
O 1.20216 -3.73634 1.92985 -0.65
C 0.70169 -0.76823 3.45655 0.63
C -2.56718 2.68190 -0.19672 0.27
C -1.33736 3.47514 -0.29741 -1.04
C 2.41171 1.04603 -1.07419 -1.20
C -0.06830 2.89264 -0.50279 -0.76
C 1.24032 1.24800 -1.72814 -0.61
C 1.86790 -2.14327 6.77469 -0.50
C 2.70465 -3.16917 6.31035 -0.37
C 1.17311 -1.32974 5.90270 -0.61
C 2.83744 -3.39060 4.95782 -0.69
C 1.36798 -1.49076 4.52338 0.07
C 2.16302 -2.53447 4.08156 0.40
N 1.08588 -1.13405 2.18023 0.31
C 0.30642 2.69288 -3.54603 -1.52
C 0.69719 0.21504 -3.96238 -1.31
C -2.44557 1.17849 -0.21001 -0.42
C 1.18155 1.47367 -3.21534 0.11
C 2.23022 0.93662 0.39143 -0.97
C 0.42888 -0.73104 0.94007 -1.56
C -1.26829 0.76614 -1.14220 -1.34
C 0.73127 0.77236 0.63956 0.24
C 0.11109 1.36498 -0.69157 3.08
S 2.00335 -2.56898 2.29716 1.08
H -1.42047 4.53887 -0.24766 0.47
H 3.33441 0.95112 -1.63147 0.51
H 0.79060 3.53176 -0.56778 0.62
H 1.86147 -1.94875 7.84505 0.37
H 3.28234 -3.78068 7.03932 0.35
H 0.49134 -0.57375 6.25446 0.50
H 3.46630 -4.18133 4.60890 0.47
H 0.29095 2.89276 -4.61067 0.51
H -0.68419 2.54350 -3.19975 0.26
H 0.75356 3.53960 -3.01172 0.32
H 0.83372 0.32101 -5.06241 0.43
H 1.35637 -0.61139 -3.64573 0.33
H -0.35458 -0.04684 -3.71032 0.23
H -3.41728 0.75712 -0.53789 0.38
H -2.24199 0.80982 0.81749 0.21
H 2.19655 1.66192 -3.60718 0.50
H 2.62925 1.79517 0.92245 0.36
H 2.82614 0.11357 0.74236 0.31
H 0.76615 -1.28342 0.08292 0.64
H -0.64905 -0.97567 1.07934 0.15
H -1.23077 -0.34063 -1.12441 0.32
H -1.54244 1.10863 -2.13983 0.55
H 0.41483 1.35009 1.52202 0.50
```

The total energy comes out at -42664.1153 eV. The calculation puts the largest force on an atom at 4.32 eV/Å.